(1)
DFT (ωB97M-V/def2-TZVPD) results for a cluster of 9 separate species, C50H117N11O9 in total.

The energy above the lowest of the compared OMol25 structures with the same formula, charge and spin is 6.4080 eV. The lowest unoccupied orbital energy is 0.43 eV. Its total charge is 0. For the highest occupied orbital energy, the calculation gives -7.5230 eV. The value obtained for the HOMO-LUMO gap is 0.2924 hartree. The molar mass comes out at 1016.6 g mol⁻¹.

```
187
C50H117N11O9 | OMol25 | ωB97M-V/def2-TZVPD
C -9.94 26.31 0.85
C -11.48 26.40 1.14
C -12.18 26.78 -0.16
C -11.81 24.97 1.67
C -11.57 24.54 3.19
C -12.03 25.69 4.12
C -11.35 27.06 3.65
C -11.98 28.14 4.56
C -9.85 27.08 3.85
N -11.75 27.33 2.24
O -11.50 28.66 1.86
H -9.81 25.92 -0.16
H -9.39 27.25 0.85
H -9.37 25.60 1.45
H -12.13 25.97 -0.89
H -13.24 26.92 0.06
H -11.76 27.68 -0.61
H -12.85 24.79 1.41
H -11.37 24.25 0.99
H -12.10 23.61 3.36
H -10.50 24.36 3.21
H -11.68 25.45 5.12
H -13.12 25.69 4.04
H -11.86 27.97 5.63
H -12.96 28.52 4.28
H -11.46 29.06 4.31
H -9.24 27.85 3.39
H -9.44 26.12 3.52
H -9.77 27.17 4.93
H -12.14 29.05 2.46
C -12.92 22.66 6.74
C -11.61 21.79 7.04
C -10.76 21.58 5.74
C -10.85 22.57 8.18
C -9.89 21.57 8.82
C -10.60 20.37 9.43
C -11.33 19.49 8.31
C -10.27 18.65 7.60
C -12.23 18.50 9.03
N -12.13 20.49 7.49
O -13.02 20.02 6.64
H -13.64 22.69 7.56
H -12.66 23.72 6.63
H -13.29 22.39 5.75
H -9.81 21.06 5.85
H -11.46 21.16 5.02
H -10.51 22.45 5.14
H -10.29 23.41 7.76
H -11.47 23.11 8.90
H -9.14 21.29 8.08
H -9.29 21.99 9.64
H -11.29 20.60 10.24
H -9.79 19.83 9.93
H -10.77 17.90 6.99
H -9.61 18.12 8.28
H -9.69 19.19 6.85
H -11.81 17.62 9.53
H -12.79 17.98 8.26
H -12.93 19.00 9.70
H -13.80 20.52 6.87
C -10.02 21.84 -1.30
C -8.62 21.72 -0.69
C -7.77 20.72 -1.49
C -8.00 23.15 -0.98
C -6.66 23.45 -0.22
C -7.04 23.23 1.21
C -7.52 21.82 1.66
C -6.42 20.75 1.58
C -7.98 21.95 3.09
N -8.76 21.57 0.74
O -9.46 20.44 1.01
H -10.83 22.30 -0.73
H -9.81 22.38 -2.22
H -10.43 20.90 -1.68
H -7.83 20.77 -2.58
H -6.69 20.82 -1.33
H -7.93 19.67 -1.24
H -7.87 23.25 -2.05
H -8.69 23.92 -0.63
H -5.88 22.76 -0.54
H -6.51 24.51 -0.41
H -7.76 24.00 1.48
H -6.17 23.52 1.81
H -5.75 20.75 2.43
H -5.82 20.72 0.67
H -6.81 19.73 1.64
H -8.23 21.03 3.62
H -8.95 22.44 3.16
H -7.26 22.42 3.76
H -8.89 19.75 0.67
C -2.52 16.46 -4.14
C -2.87 17.32 -2.95
C -1.63 17.96 -2.32
C -3.76 18.40 -3.60
C -4.50 19.25 -2.51
C -5.29 18.30 -1.58
C -4.44 17.18 -0.90
C -3.75 17.69 0.35
C -5.38 16.05 -0.53
N -3.50 16.54 -1.97
O -2.67 15.52 -1.52
H -1.79 15.70 -3.85
H -3.38 15.87 -4.46
H -2.07 16.87 -5.05
H -0.76 18.24 -2.92
H -1.83 18.93 -1.88
H -1.12 17.47 -1.49
H -3.16 19.12 -4.16
H -4.45 17.82 -4.22
H -3.84 19.95 -2.02
H -5.17 19.89 -3.09
H -6.12 17.85 -2.11
H -5.86 18.80 -0.80
H -2.82 18.21 0.09
H -3.41 16.81 0.89
H -4.35 18.37 0.95
H -5.82 15.55 -1.39
H -6.13 16.51 0.12
H -4.90 15.29 0.09
H -3.12 14.73 -1.82
C -5.72 25.63 -3.09
O -6.04 25.28 -4.52
C -6.43 23.93 -4.59
C -5.83 23.45 -5.92
C -5.79 22.00 -6.26
N -4.46 23.87 -6.08
H -6.64 25.74 -2.52
H -5.13 26.53 -3.22
H -5.02 24.85 -2.81
H -5.89 23.24 -3.95
H -7.46 23.59 -4.46
H -6.37 23.83 -6.78
H -5.08 21.39 -5.68
H -5.46 21.70 -7.25
H -6.80 21.62 -6.27
H -4.14 23.49 -5.20
H -4.54 24.88 -6.09
C -10.09 17.67 -2.37
O -11.50 17.45 -2.12
C -11.86 16.04 -1.62
C -13.38 16.07 -1.39
C -13.81 15.01 -0.40
N -14.04 15.87 -2.67
H -9.81 16.95 -3.13
H -9.63 17.47 -1.40
H -9.76 18.60 -2.82
H -11.48 15.34 -2.37
H -11.28 15.98 -0.70
H -13.71 17.02 -0.97
H -13.24 15.07 0.53
H -13.71 13.98 -0.76
H -14.88 15.07 -0.18
H -13.66 16.63 -3.21
H -15.01 16.01 -2.45
C -6.83 28.87 5.24
O -6.80 27.59 4.69
C -5.96 26.61 5.38
C -6.07 25.22 4.63
C -5.52 24.00 5.44
N -5.29 25.29 3.41
H -5.91 29.45 5.28
H -7.06 28.78 6.30
H -7.61 29.45 4.74
H -4.92 26.89 5.23
H -5.94 26.37 6.44
H -7.07 24.96 4.29
H -5.78 23.26 4.69
H -6.05 23.80 6.37
H -4.48 24.01 5.76
H -4.36 24.89 3.45
H -5.10 26.28 3.29
N -11.23 20.38 -4.05
C -10.24 20.61 -4.83
N -10.44 21.77 -5.33
O -9.31 19.92 -5.12
H -11.98 21.05 -3.93
H -11.19 19.48 -3.58
H -11.34 22.17 -5.09
H -9.94 22.13 -6.13
N -9.37 26.70 -4.72
C -9.21 26.66 -3.42
N -8.49 27.72 -3.17
O -9.71 25.88 -2.62
H -10.02 26.12 -5.24
H -8.83 27.38 -5.23
H -7.92 28.29 -3.78
H -8.20 27.81 -2.21
```

(2)
DFT (ωB97M-V/def2-TZVPD) results for a cluster of 10 separate species, C50H126N10O10 in total.

The energy above the lowest of the compared OMol25 structures with the same formula, charge and spin is 6.4440 eV. The lowest unoccupied orbital energy is 0.44 eV. Its total charge is 0. For the highest occupied orbital energy, the calculation gives -8.1971 eV. The value obtained for the HOMO-LUMO gap is 0.3173 hartree. The molar mass comes out at 1027.6 g mol⁻¹.

```
196
C50H126N10O10 | OMol25 | ωB97M-V/def2-TZVPD
C 19.40 10.06 -16.70
C 19.88 11.23 -17.66
C 20.68 12.10 -16.65
C 20.78 10.66 -18.73
C 21.24 11.66 -19.77
C 19.99 12.38 -20.34
C 18.84 12.86 -19.39
C 19.19 14.34 -19.03
C 17.58 12.79 -20.27
N 18.67 11.91 -18.30
O 17.76 12.36 -17.35
H 18.84 10.38 -15.82
H 18.77 9.38 -17.27
H 20.17 9.36 -16.38
H 21.55 11.62 -16.20
H 21.14 12.99 -17.09
H 20.04 12.47 -15.85
H 21.66 10.36 -18.16
H 20.43 9.77 -19.26
H 21.89 12.38 -19.26
H 21.87 11.06 -20.42
H 19.64 11.79 -21.20
H 20.40 13.24 -20.87
H 18.32 14.81 -18.56
H 19.45 14.85 -19.96
H 20.01 14.47 -18.32
H 16.78 13.37 -19.79
H 17.21 11.78 -20.43
H 17.67 13.27 -21.25
H 17.26 11.56 -17.14
C 17.03 -0.16 -7.93
C 15.59 0.45 -8.00
C 14.75 -0.55 -8.91
C 15.03 0.57 -6.57
C 13.98 1.74 -6.40
C 14.39 2.98 -6.92
C 14.81 2.86 -8.49
C 13.49 2.62 -9.29
C 15.40 4.24 -8.88
N 15.72 1.79 -8.65
O 16.26 1.73 -9.90
H 17.43 -0.35 -8.93
H 17.72 0.50 -7.41
H 17.25 -1.03 -7.31
H 13.70 -0.25 -8.95
H 15.08 -0.58 -9.95
H 14.90 -1.53 -8.45
H 14.58 -0.38 -6.30
H 15.92 0.91 -6.04
H 13.01 1.41 -6.79
H 13.77 1.88 -5.34
H 15.27 3.31 -6.37
H 13.62 3.72 -6.71
H 12.79 1.90 -8.85
H 13.72 2.25 -10.28
H 12.94 3.56 -9.32
H 16.30 4.48 -8.31
H 14.76 5.12 -8.78
H 15.63 4.40 -9.93
H 17.04 2.28 -9.76
C 17.38 7.00 -19.18
O 17.06 5.65 -18.68
C 18.01 5.17 -17.68
C 17.50 3.78 -17.23
C 16.19 4.08 -16.38
N 18.57 3.14 -16.55
H 17.80 7.72 -18.47
H 16.41 7.42 -19.45
H 17.93 7.15 -20.11
H 18.97 5.20 -18.20
H 18.15 5.87 -16.86
H 17.27 3.27 -18.16
H 15.42 4.24 -17.13
H 16.30 5.00 -15.81
H 15.86 3.26 -15.75
H 18.89 3.84 -15.90
H 18.08 2.41 -16.05
C 21.86 7.66 -10.91
O 22.86 6.82 -10.58
C 23.05 6.66 -9.14
C 24.45 6.07 -8.79
C 24.63 6.02 -7.19
N 25.53 6.82 -9.34
H 21.70 7.61 -11.99
H 22.09 8.72 -10.76
H 20.91 7.40 -10.46
H 23.20 7.63 -8.66
H 22.26 6.14 -8.60
H 24.52 5.07 -9.21
H 23.77 5.59 -6.68
H 24.66 7.05 -6.82
H 25.54 5.47 -6.94
H 25.45 7.09 -10.31
H 25.39 7.75 -8.99
C 18.63 8.22 -14.04
O 18.42 7.41 -12.84
C 17.80 6.09 -13.07
C 18.58 4.83 -12.59
C 20.00 4.50 -13.23
N 17.80 3.66 -12.92
H 17.69 8.58 -14.46
H 19.31 7.84 -14.81
H 19.12 9.11 -13.66
H 16.98 6.24 -12.37
H 17.40 6.01 -14.08
H 18.64 4.92 -11.50
H 20.93 4.90 -12.82
H 20.03 4.98 -14.21
H 20.11 3.44 -13.48
H 18.37 2.94 -12.50
H 17.00 3.62 -12.30
C 20.29 4.49 -8.63
O 19.46 3.35 -8.65
C 19.88 2.28 -7.79
C 19.54 2.53 -6.26
C 20.02 1.45 -5.28
N 18.19 3.05 -6.05
H 21.33 4.26 -8.87
H 20.22 5.09 -7.73
H 19.87 5.27 -9.25
H 19.36 1.41 -8.19
H 20.89 1.90 -7.94
H 20.08 3.45 -6.05
H 19.33 0.62 -5.30
H 20.10 1.98 -4.33
H 20.97 0.99 -5.54
H 17.62 2.29 -6.38
H 18.12 3.80 -6.73
C 20.69 0.28 -15.13
O 20.77 -0.21 -13.78
C 19.65 0.08 -12.96
C 20.06 0.87 -11.55
C 20.43 -0.03 -10.34
N 18.85 1.51 -11.12
H 19.73 0.18 -15.64
H 21.49 -0.18 -15.71
H 20.83 1.36 -15.23
H 19.11 0.87 -13.48
H 19.03 -0.82 -12.86
H 20.95 1.48 -11.65
H 21.20 -0.81 -10.35
H 19.63 -0.57 -9.84
H 21.04 0.58 -9.68
H 18.12 0.86 -10.87
H 19.21 2.05 -10.34
C 17.80 11.18 -12.66
O 16.54 10.57 -12.45
C 15.51 11.24 -13.13
C 14.30 10.33 -12.87
C 13.28 10.41 -13.92
N 13.70 10.65 -11.56
H 18.13 11.24 -13.70
H 18.60 10.77 -12.06
H 17.69 12.17 -12.22
H 15.27 12.28 -12.90
H 15.76 11.07 -14.17
H 14.64 9.30 -12.99
H 12.66 11.28 -13.71
H 12.71 9.48 -14.04
H 13.76 10.42 -14.89
H 14.03 11.56 -11.27
H 14.04 10.08 -10.80
C 21.61 4.02 -16.85
O 22.21 5.25 -16.79
C 22.67 5.78 -18.02
C 23.15 7.26 -17.78
C 23.74 7.91 -19.01
N 24.08 7.30 -16.65
H 21.10 4.05 -15.88
H 22.32 3.20 -16.95
H 20.82 3.91 -17.59
H 23.55 5.25 -18.37
H 21.85 5.71 -18.74
H 22.39 7.94 -17.38
H 24.16 8.90 -18.83
H 22.96 8.07 -19.75
H 24.61 7.37 -19.38
H 23.68 6.66 -15.99
H 25.05 7.06 -16.83
C 23.65 3.57 -13.72
O 25.08 3.49 -13.39
C 25.31 3.59 -11.99
C 26.78 4.10 -11.63
C 28.04 3.31 -12.18
N 26.87 4.20 -10.12
H 23.55 3.00 -14.64
H 23.29 4.58 -13.92
H 23.00 3.06 -13.01
H 24.56 4.24 -11.54
H 25.17 2.58 -11.60
H 27.01 5.09 -12.02
H 28.95 3.75 -11.78
H 28.06 3.35 -13.27
H 27.99 2.26 -11.90
H 27.82 4.19 -9.78
H 26.38 4.94 -9.63
```

> Which of these has the lowest molar mass?

C50H117N11O9

> Which of these has the lowest lowest unoccupied orbital energy?

C50H117N11O9

> Among the records above, which one has the highest highest occupied orbital energy?

C50H117N11O9